one.
Molecular formula: C7H13NO4S
Method: DFT, the ωB97M-V functional and the def2-TZVPD basis

Each line ends with the Löwdin charge.
Element x y z (Å)
1 O 2.69640 2.20398 -1.12795  -0.3142
2 O 0.29911 2.04780 -1.67158  -0.3211
3 N 1.57703 -0.06399 -1.02619  0.0508
4 O 1.60848 -2.13563 -0.07716  -0.0307
5 O 1.18837 -0.30880 1.30770  0.0287
6 C 1.49099 -0.76886 0.04632  -0.4112
7 C 1.78745 -2.72138 -1.36221  -0.0608
8 C -0.04129 0.79962 2.96774  -0.0056
9 C -1.16912 0.27416 0.84799  0.0081
10 C 0.03432 3.22339 0.96264  -0.0447
11 C 0.20071 0.70176 1.47960  -0.5464
12 C 0.89186 1.92959 0.90956  -0.3235
13 S 1.39076 1.61159 -0.78943  0.7088
14 H 1.72793 -3.79560 -1.24176  0.0877
15 H 2.74910 -2.44603 -1.84641  0.1068
16 H 0.94230 -2.42586 -2.00451  0.0981
17 H -0.61778 -0.06800 3.31542  0.1019
18 H -0.64349 1.65940 3.19014  0.0840
19 H 0.92677 0.83742 3.50288  0.1104
20 H -1.97753 0.95450 1.18853  0.0988
21 H -1.40880 -0.75622 1.09220  0.0949
22 H -1.12176 0.36689 -0.25094  0.0840
23 H -1.04699 2.99565 0.83334  0.0929
24 H 0.26921 3.89678 0.14770  0.0792
25 H 0.16319 3.66559 1.94799  0.0843
26 H 1.84139 2.08084 1.41701  0.1389

The charge is 0. Its molar mass is 207.25 g/mol. Its SMILES is COC1=NS(=O)(=O)[C@@H](C)C(C)(C)O1. Its gap between HOMO and LUMO is 10.83 eV.

two.
Molecular formula: C7H13NO4S
Method: DFT, the ωB97M-V functional and the def2-TZVPD basis

Each line ends with the Löwdin charge.
Element x y z (Å)
1 C -1.13985 1.30543 -0.18080  -0.5140
2 C -3.90816 -0.25163 0.74813  0.1182
3 C -1.37069 -0.09258 0.00233  -0.2054
4 C 2.94132 -0.64307 -0.36631  -0.1009
5 C 0.48742 2.87397 -0.88908  -0.0334
6 C 2.00433 -0.58435 0.83382  -0.2750
7 C 0.94290 -1.66488 0.78463  -0.2283
8 N -2.66086 -0.57982 0.35370  0.0029
9 O -1.96509 2.17843 -0.00360  0.0839
10 O 0.27174 -1.15363 -1.78972  -0.2880
11 O -1.18164 -2.59323 -0.41748  -0.3415
12 O 0.13901 1.53621 -0.55833  -0.0862
13 S -0.31895 -1.42442 -0.51303  0.7170
14 H -4.59807 -1.05549 0.90302  0.0748
15 H -4.16810 0.78178 0.87583  0.0725
16 H 3.68495 0.14698 -0.30146  0.0736
17 H 3.45659 -1.60017 -0.40305  0.0770
18 H 2.37447 -0.51927 -1.28409  0.0553
19 H -0.36798 3.53082 -0.71606  0.0877
20 H 0.77649 2.90407 -1.94068  0.0975
21 H 1.32772 3.17502 -0.26456  0.0933
22 H 1.51436 0.38756 0.86395  0.0906
23 H 2.57979 -0.70300 1.75632  0.1126
24 H 1.36533 -2.64682 0.58674  0.1063
25 H 0.35381 -1.70478 1.69813  0.1023
26 H -2.54086 -1.60313 0.22165  0.1072

The charge is 0. Its molar mass is 207.25 g/mol. Its gap between HOMO and LUMO (spin up / spin down) is 8.49 / 8.49 eV.

Which of them is the most stable? Correct choice: one.

one.
Molecular formula: H3N2O2P
Method: DFT, the ωB97M-V functional and the def2-TZVPD basis

Each line ends with the Löwdin charge.
Element x y z (Å)
1 N -0.04228 0.15491 -0.66116  -0.3134
2 N 1.57396 1.21755 1.05478  -0.6235
3 O 2.36731 0.61506 0.32742  -0.0419
4 O 1.82243 1.88384 2.03944  -0.0221
5 P -0.14279 1.27024 0.44848  0.8274
6 H 1.01460 -0.05211 -0.73494  0.0638
7 H -0.54508 0.26872 -1.58844  0.0833
8 H -0.50436 0.07972 2.06982  0.0265

The charge is 0. Its molar mass is 94.01 g/mol. Its gap between HOMO and LUMO is 8.68 eV.

two.
Molecular formula: H3N2O2P
Method: DFT, the ωB97M-V functional and the def2-TZVPD basis

Each line ends with the Löwdin charge.
Element x y z (Å)
1 N -1.46221 -0.36201 -0.95934  -0.2103
2 N 1.16028 0.33399 0.93108  -0.1561
3 O -1.14577 -0.27132 0.40193  -0.4041
4 O -0.31289 0.27302 -1.54677  -0.3829
5 P -0.15569 1.03463 0.31482  0.9131
6 H -1.31652 -1.39589 -1.33810  0.1451
7 H 1.28890 -0.59011 1.25059  0.0508
8 H 1.94390 0.97769 0.94579  0.0443

The charge is 0. Its molar mass is 94.01 g/mol. Its gap between HOMO and LUMO is 8.70 eV.

Which of them is the most stable? Correct choice: two.

one.
Molecular formula: C6H2
Method: DFT, the ωB97M-V functional and the def2-TZVPD basis

Each line ends with the Löwdin charge.
Element x y z (Å)
1 C 2.00175 2.22650 -1.00597  0.0326
2 C 0.79041 2.14486 -1.70150  0.1123
3 C 1.15312 1.27401 -0.54412  -0.3441
4 C 0.38135 0.35266 -0.05988  0.0347
5 C -0.31706 -0.58864 0.40300  -0.0414
6 C -1.11571 -1.53144 0.83966  0.0634
7 H -1.07466 -2.53050 0.43529  0.0717
8 H -1.81920 -1.34747 1.63352  0.0708

The charge is 0. Its molar mass is 74.08 g/mol. Its SMILES is C=C=C=C1C#C1. Its gap between HOMO and LUMO (spin up / spin down) is 7.46 / 7.42 eV.

two.
Molecular formula: C6H2
Method: DFT, the ωB97M-V functional and the def2-TZVPD basis

Each line ends with the Löwdin charge.
Element x y z (Å)
1 C -0.60697 -1.44935 -3.74790  0.0003
2 C -1.84152 -0.94113 -3.58934  0.1281
3 C -0.53649 -0.46585 -2.83334  -0.2205
4 C -0.78997 -0.12020 -1.56132  -0.0059
5 C -0.09687 -0.49793 -0.53723  -0.1067
6 C 0.94292 -0.95397 0.00862  0.0340
7 H 0.66726 -1.96844 0.12309  0.0720
8 H 1.89226 -0.51534 0.36842  0.0986

The charge is 0. Its molar mass is 74.08 g/mol. Its SMILES is C=C=C=C1C#C1. Its gap between HOMO and LUMO (spin up / spin down) is 7.70 / 7.70 eV.

Which of them is the most stable? Correct choice: one.

one.
Molecular formula: C8H16N6
Method: DFT, the ωB97M-V functional and the def2-TZVPD basis

Each line ends with the Löwdin charge.
Element x y z (Å)
1 C -2.28548 -0.74474 -0.62444  -0.0508
2 C -1.16818 -2.59414 -0.65380  0.0074
3 C -0.99256 -0.38271 -0.33203  -0.1854
4 C -0.86157 1.92897 -0.74411  0.0073
5 C -2.32277 4.56418 0.23511  -0.0187
6 C 3.15638 -2.79493 -0.01831  -0.0434
7 C -2.21669 3.97828 -1.25115  -0.1360
8 C 1.70088 -2.82661 -0.48427  -0.2554
9 N -2.41558 -2.04450 -0.82695  0.1700
10 N -1.45158 2.78875 -1.24662  0.2293
11 N -0.24527 -1.57778 -0.34931  -0.0098
12 N -0.31884 0.82973 -0.35442  0.1816
13 N 1.10645 -1.60371 -0.29946  0.2300
14 N 0.73430 -1.80059 2.33570  0.0936
15 H -2.99591 0.06009 -0.87900  0.1505
16 H -0.87343 -3.65045 -0.82489  0.1558
17 H -3.36214 4.98766 0.46553  0.1227
18 H -2.06347 3.87687 1.02907  0.0671
19 H -1.61846 5.31654 0.34957  0.0492
20 H 3.63344 -1.86722 -0.43694  0.1092
21 H 3.20965 -2.61701 1.06367  0.0746
22 H 3.71954 -3.73733 -0.22685  0.1176
23 H -1.99894 4.76223 -1.95758  0.1349
24 H -3.14445 3.64132 -1.78914  0.1575
25 H 1.04937 -3.72538 -0.13493  0.1716
26 H 1.71630 -3.02203 -1.58932  0.1975
27 H 0.71415 0.65329 -0.36512  0.1983
28 H 0.28844 -1.16878 2.98544  0.0538
29 H 1.54046 -1.44272 2.02982  -0.0476
30 H 0.74324 -2.66205 2.87512  0.0675

The charge is +2. Its molar mass is 196.26 g/mol. Its gap between HOMO and LUMO (spin up / spin down) is 5.76 / 5.79 eV.

two.
Molecular formula: C8H16N6
Method: DFT, the ωB97M-V functional and the def2-TZVPD basis

Each line ends with the Löwdin charge.
Element x y z (Å)
1 C 1.06835 -1.51534 0.49936  -0.0130
2 C -2.03619 -0.43935 1.53177  -0.2138
3 C -1.85625 1.55240 0.04135  -0.3450
4 C -0.47286 -0.33217 1.70209  -0.1172
5 C 0.22738 0.69864 0.75992  -0.1207
6 C 1.69570 -0.84620 -2.33365  -0.0524
7 C 3.25485 0.69572 -1.14964  -0.0106
8 C 1.80429 0.25101 -1.28807  -0.3482
9 N -0.58590 1.59083 0.04194  0.1514
10 N 0.21123 -1.53591 1.50572  0.0983
11 N -2.62093 0.47098 0.76424  0.2124
12 N 1.11161 -0.35563 -0.10563  0.0668
13 N -2.58247 -1.50526 1.98308  0.2794
14 N -2.62725 2.35928 -0.64585  0.2250
15 H 1.66317 -2.43181 0.27554  0.2021
16 H -0.37565 0.11759 2.66681  0.1693
17 H 0.95267 1.29599 1.20550  0.1459
18 H 0.70040 -1.33820 -2.41697  0.0937
19 H 1.93041 -0.54383 -3.39759  0.1232
20 H 2.29576 -1.68449 -2.10020  0.0650
21 H 3.36798 1.44519 -0.40631  0.0636
22 H 3.62825 1.24116 -2.05109  0.1335
23 H 3.66669 -0.07347 -0.51507  0.0924
24 H 1.08462 1.03009 -1.40552  0.1142
25 H -0.08311 -2.43642 1.88336  0.1769
26 H -3.69594 0.55637 0.63600  0.2231
27 H -2.31526 -2.21681 2.64225  0.1699
28 H -3.54728 -1.41081 1.75335  0.1469
29 H -2.27706 3.11539 -1.17226  0.1337
30 H -3.58720 2.24506 -0.90445  0.1342

The charge is +2. Its molar mass is 196.26 g/mol. Its SMILES is CC(C)[N+]1=CN[C@@H]2C(=[NH2+])NC(N)=N[C@@H]21. Its gap between HOMO and LUMO is 9.73 eV.

Which of them is the most stable? Correct choice: two.

one.
Molecular formula: C2H5N
Method: DFT, the ωB97M-V functional and the def2-TZVPD basis

Each line ends with the Löwdin charge.
Element x y z (Å)
1 C -0.11265 0.91747 -0.31326  -0.2364
2 C 0.00148 -1.29694 0.45530  -0.0312
3 N -0.59340 -0.17588 0.30811  -0.1234
4 H -0.61352 1.33633 -1.26637  0.1038
5 H -0.07597 1.80213 0.45442  0.1136
6 H 0.84381 0.81946 -0.70871  0.0318
7 H 1.00100 -1.11118 0.80290  0.0627
8 H -0.45075 -2.29138 0.26761  0.0792

The charge is 0. Its molar mass is 43.07 g/mol. Its SMILES is C=NC. Its gap between HOMO and LUMO is 9.20 eV.

two.
Molecular formula: C2H5N
Method: DFT, the ωB97M-V functional and the def2-TZVPD basis

Each line ends with the Löwdin charge.
Element x y z (Å)
1 C 1.21335 -0.16559 -0.53100  -0.1144
2 C -1.21607 0.30558 0.11810  -0.0061
3 N 1.84067 0.22482 0.40597  0.0341
4 H 1.12344 -0.58315 -1.59711  0.0821
5 H -1.10713 -0.35760 1.02526  0.0024
6 H -1.70252 -0.10910 -0.77187  -0.0210
7 H -0.85378 1.30612 0.17522  -0.0421
8 H 2.84770 0.37536 0.50288  0.0649

The charge is 0. Its molar mass is 43.07 g/mol. Its gap between HOMO and LUMO (spin up / spin down) is 8.04 / 8.69 eV.

Which of them is the most stable? Correct choice: one.

one.
Molecular formula: C5H10N2O2PS
Method: DFT, the ωB97M-V functional and the def2-TZVPD basis

Each line ends with the Löwdin charge.
Element x y z (Å)
1 C -0.10164 0.33438 -0.76877  -0.2248
2 C 1.21636 0.62511 -0.74436  -0.0377
3 C 1.72406 0.57495 1.61524  0.3143
4 C 3.44468 1.24742 0.04474  0.0481
5 C -4.19221 -0.69723 -1.51285  -0.0781
6 N -0.76684 -0.15536 0.26591  -0.0382
7 N 2.05459 0.79732 0.41087  -0.1243
8 O -2.84742 -1.21169 1.22438  -0.1647
9 O -2.84886 -0.33411 -1.19398  -0.3015
10 P -2.39821 -0.05475 0.28329  0.0885
11 S -3.16022 1.69200 0.76910  0.4883
12 H -0.62142 0.34193 -1.68542  0.1071
13 H 1.62733 0.73661 -1.75988  0.1328
14 H 2.24016 0.74329 2.48821  0.0847
15 H 3.45544 1.45127 -1.02675  0.1038
16 H 3.69735 2.07665 0.62367  0.0883
17 H 4.13667 0.46674 0.21188  0.0984
18 H -4.40728 -1.63483 -1.20559  0.0497
19 H -4.36604 -0.74051 -2.67396  0.1497
20 H -4.87592 -0.04455 -1.10667  0.0505
21 H -3.16024 -1.13900 2.19538  0.1650

The charge is +1. Its molar mass is 193.19 g/mol. Its gap between HOMO and LUMO (spin up / spin down) is 7.11 / 5.17 eV.

two.
Molecular formula: C5H10N2O2PS
Method: DFT, the ωB97M-V functional and the def2-TZVPD basis

Each line ends with the Löwdin charge.
Element x y z (Å)
1 C -1.57972 -1.70153 0.48834  0.0199
2 C -1.53439 -0.53526 -0.28801  -0.0599
3 C 0.44591 -1.05253 0.44697  -0.0053
4 C -0.25094 -2.57849 2.35629  0.0057
5 C 0.92441 3.40443 -0.68817  -0.0670
6 N -0.33690 -1.91811 1.12395  -0.0630
7 N -0.23677 -0.17560 -0.33800  -0.1270
8 O 1.59559 -0.12921 -1.93101  -0.1081
9 O 1.11002 1.97266 -0.67728  -0.2777
10 P 0.38349 0.86509 -1.54378  0.2941
11 S -1.02345 1.34044 -2.88014  0.3647
12 H -2.51364 -2.05650 0.92665  0.1431
13 H -2.20565 -0.04688 -1.00595  0.0861
14 H 1.43608 -0.78868 0.57220  0.1408
15 H 0.79888 -2.84662 2.58636  0.1312
16 H -0.75586 -1.97268 3.13578  0.1342
17 H -0.80610 -3.44313 2.27297  0.0804
18 H -0.01915 3.70390 -1.22387  0.0941
19 H 1.87784 3.86100 -0.97480  0.1106
20 H 0.56654 3.80330 0.18621  0.0548
21 H 2.12383 0.29438 -2.54470  0.0482

The charge is +1. Its molar mass is 193.19 g/mol. Its SMILES is CO[P@](O)(=S)[n+]1ccn(C)c1. Its gap between HOMO and LUMO is 9.32 eV.

Which of them is the most stable? Correct choice: two.